{"formula": "C19H21ClIN3O4Sr", "method": "wB97M-V/def2-TZVPD", "elements": ["Sr", "Cl", "C", "C", "C", "I", "C", "O", "C", "N", "C", "C", "C", "C", "H", "H", "H", "H", "C", "C", "C", "O", "C", "O", "O", "H", "H", "H", "H", "H", "H", "H", "N", "C", "N", "C", "C", "C", "C", "C", "H", "H", "H", "H", "H", "H", "H", "H", "H", "H"], "xyz": [[1.40, 0.10, -0.88], [-0.26, -2.75, -7.55], [0.05, -1.70, -6.19], [-0.45, -0.43, -6.20], [-0.21, 0.44, -5.12], [-1.02, 2.35, -5.17], [0.53, 0.07, -4.00], [0.76, 0.86, -3.01], [1.05, -1.29, -4.02], [1.75, -1.69, -2.92], [2.23, -2.91, -2.88], [2.06, -3.84, -3.92], [1.35, -3.47, -5.02], [0.81, -2.17, -5.10], [-1.04, -0.09, -7.04], [2.78, -3.19, -1.99], [2.49, -4.83, -3.83], [1.19, -4.16, -5.84], [1.28, 4.13, -0.04], [0.42, 3.07, 0.62], [-0.77, 3.67, 1.34], [-0.05, 2.13, -0.38], [1.31, 2.23, 1.58], [1.25, 2.45, 2.79], [2.05, 1.36, 1.00], [0.69, 4.70, -0.77], [2.14, 3.69, -0.54], [1.64, 4.83, 0.71], [-1.37, 4.26, 0.63], [-0.43, 4.32, 2.14], [-1.40, 2.89, 1.76], [-0.35, 2.60, -1.17], [-0.24, -1.39, 0.43], [-0.57, -1.21, 1.53], [-0.95, -1.03, 2.77], [-2.38, -1.22, 3.10], [-2.56, -0.99, 4.60], [-1.39, -1.60, 5.37], [-0.09, -0.84, 5.05], [-0.14, -0.19, 3.67], [-2.65, -2.24, 2.84], [-3.00, -0.54, 2.52], [-3.51, -1.45, 4.90], [-2.64, 0.07, 4.82], [-1.28, -2.64, 5.08], [-1.58, -1.59, 6.44], [0.76, -1.51, 5.11], [0.08, -0.04, 5.79], [0.85, -0.05, 3.24], [-0.59, 0.81, 3.72]], "lowdin_charge": [1.6099, 0.6740, -0.6199, -0.1821, -0.6518, 0.8937, -0.4814, -0.3364, -0.1462, 0.0197, -0.1420, -0.0493, -0.0209, -0.1748, 0.0915, 0.1078, 0.1052, 0.0892, -0.0061, -0.5208, -0.0206, -0.1438, -0.6432, 0.0328, -0.2441, 0.0932, 0.0919, 0.1014, 0.0887, 0.0910, 0.0841, 0.0991, 0.0635, -0.2641, -0.0774, -0.1306, -0.1821, -0.1893, -0.1556, -0.1269, 0.1269, 0.1259, 0.1147, 0.1167, 0.1127, 0.1090, 0.1109, 0.1172, 0.1173, 0.1212], "homo_energy_ev": -7.3469, "homo_lumo_gap_ev": 7.369, "fmax_ev_per_a": 0.21, "e_lumo_ha": 0.0008, "total_charge": 0}



{"formula": "C19H21ClKN4", "method": "wB97M-V/def2-TZVPD", "elements": ["C", "C", "N", "C", "C", "N", "C", "C", "C", "Cl", "C", "C", "C", "C", "C", "C", "C", "C", "C", "C", "C", "N", "C", "N", "H", "H", "H", "H", "H", "H", "H", "H", "H", "H", "H", "H", "H", "H", "H", "H", "H", "H", "H", "H", "H", "K"], "xyz": [[-2.60, 4.64, 2.56], [-3.52, 3.91, 1.57], [-2.93, 3.83, 0.20], [-2.15, 2.68, -0.04], [-2.75, 1.54, -0.66], [-2.09, 0.45, -0.92], [-0.76, 0.41, -0.55], [0.01, -0.74, -0.86], [-0.71, -1.88, -1.54], [0.13, -2.36, -3.05], [-1.03, -3.09, -0.66], [-1.01, -2.84, 0.84], [1.33, -0.75, -0.47], [2.30, -1.86, -0.71], [2.42, -2.93, 0.15], [3.39, -3.90, -0.07], [4.24, -3.80, -1.15], [4.14, -2.71, -2.01], [3.18, -1.75, -1.79], [1.87, 0.36, 0.22], [1.13, 1.49, 0.50], [1.69, 2.62, 1.10], [-0.20, 1.53, 0.09], [-0.91, 2.67, 0.35], [-3.08, 5.52, 2.96], [-2.33, 4.00, 3.39], [-1.69, 4.94, 2.06], [-3.72, 2.90, 1.93], [-4.46, 4.43, 1.47], [-3.68, 3.88, -0.48], [-3.79, 1.58, -0.94], [-1.65, -1.50, -1.92], [-0.38, -3.92, -0.93], [-2.04, -3.40, -0.91], [-1.34, -3.73, 1.36], [-0.02, -2.57, 1.22], [-1.71, -2.05, 1.10], [1.78, -3.03, 1.01], [3.47, -4.74, 0.60], [4.99, -4.55, -1.33], [4.81, -2.62, -2.85], [3.09, -0.91, -2.46], [2.91, 0.32, 0.52], [1.01, 3.17, 1.60], [2.44, 2.38, 1.74], [0.22, 2.39, -2.23]], "lowdin_charge": [-0.0797, -0.2210, 0.0099, -0.3368, -0.0362, 0.1574, -0.2381, -0.1677, -0.6106, 0.6805, -0.2382, -0.0848, -0.1269, -0.2240, -0.0252, -0.0587, -0.0682, -0.0630, -0.0626, 0.0619, -0.2987, 0.1272, -0.3227, 0.1751, 0.0705, 0.0686, 0.0629, 0.1100, 0.1125, 0.1113, 0.1314, 0.0754, 0.0978, 0.1134, 0.0844, 0.0470, 0.0798, 0.1015, 0.1098, 0.1082, 0.1088, 0.1133, 0.1414, 0.0879, 0.1063, 1.0092], "homo_energy_ev": -11.5254, "homo_lumo_gap_ev": 7.785, "fmax_ev_per_a": 1.49, "e_lumo_ha": -0.1375, "total_charge": 1}



{"formula": "C19H21ClN2O6S", "method": "wB97M-V/def2-TZVPD", "elements": ["O", "C", "N", "H", "C", "C", "C", "C", "C", "O", "H", "H", "H", "H", "H", "C", "H", "H", "O", "C", "O", "C", "C", "C", "C", "C", "C", "Cl", "H", "H", "S", "O", "O", "N", "C", "C", "C", "C", "C", "H", "H", "H", "H", "H", "H", "H", "H", "H", "H", "H"], "xyz": [[1.32, 2.93, -3.81], [1.70, 2.28, -2.89], [1.54, 0.86, -2.87], [2.10, 0.47, -2.19], [0.92, 0.39, -4.00], [1.99, -0.79, -4.61], [2.43, -2.07, -4.19], [3.07, -2.56, -5.20], [3.31, -1.55, -6.10], [2.60, -0.48, -5.66], [3.97, -1.67, -6.97], [3.57, -3.59, -5.29], [1.77, -2.44, -3.35], [0.65, 0.78, -4.76], [0.02, -0.25, -3.62], [2.74, 2.85, -1.88], [2.81, 4.06, -1.96], [3.66, 2.38, -1.79], [1.78, 2.71, -0.57], [2.09, 1.55, 0.07], [2.52, 0.71, -0.41], [1.43, 1.53, 1.30], [0.90, 0.32, 1.88], [0.37, 0.25, 3.08], [-0.33, 1.47, 3.67], [0.28, 2.72, 3.39], [1.07, 3.00, 2.17], [1.39, 4.26, 1.57], [0.28, 3.63, 3.87], [-0.53, 1.42, 4.82], [-0.50, -1.30, 3.61], [0.35, -2.18, 3.06], [-0.66, -1.19, 5.08], [-1.84, -1.22, 2.91], [-2.87, -0.39, 3.35], [-4.35, -1.20, 2.97], [-4.50, -1.14, 1.42], [-3.00, -2.27, 1.12], [-1.86, -1.59, 1.45], [-0.97, -2.38, 1.16], [-1.56, -0.60, 1.10], [-2.97, -2.42, -0.11], [-3.25, -3.08, 1.43], [-5.21, -1.53, 1.18], [-4.28, -0.26, 0.81], [-4.49, -1.90, 3.63], [-5.02, -0.23, 3.41], [-2.79, -0.27, 4.61], [-2.91, 0.52, 2.88], [1.21, -0.53, 1.23]], "lowdin_charge": [0.1008, -0.4258, 0.0743, 0.0796, -0.0459, -0.2151, -0.0920, -0.1600, -0.0951, 0.0686, 0.1252, 0.1448, 0.1359, 0.0079, 0.1545, 0.0857, 0.1792, 0.0925, -0.0861, -0.6986, 0.2363, 0.0141, -0.0609, -0.2149, -0.0233, -0.0755, -0.7797, 1.0546, 0.0560, 0.1415, 0.5467, -0.2352, -0.3101, -0.2996, -0.1697, -0.0888, -0.0024, -0.0890, -0.2341, 0.1904, 0.1323, 0.1775, -0.0059, -0.0788, 0.1121, 0.0265, 0.1515, 0.1929, 0.0658, 0.1395], "homo_energy_ev": -8.2351, "homo_lumo_gap_ev": 7.290, "fmax_ev_per_a": 19.47, "e_lumo_ha": -0.0347, "total_charge": 0}



{"formula": "C19H21ClN4O5S", "method": "wB97M-V/def2-TZVPD", "elements": ["C", "C", "C", "C", "C", "N", "C", "C", "O", "N", "N", "C", "C", "C", "C", "C", "O", "C", "C", "N", "O", "C", "C", "S", "C", "O", "O", "C", "C", "Cl", "H", "H", "H", "H", "H", "H", "H", "H", "H", "H", "H", "H", "H", "H", "H", "H", "H", "H", "H", "H", "H"], "xyz": [[-4.97, -2.10, -3.29], [-4.33, -0.92, -2.62], [-5.06, 0.21, -2.29], [-4.48, 1.30, -1.67], [-3.12, 1.30, -1.37], [-2.53, 2.40, -0.73], [-1.14, 2.35, -0.38], [-0.23, 2.35, -1.59], [-0.52, 2.86, -2.66], [0.98, 1.76, -1.41], [1.32, 1.12, -0.28], [2.46, 0.56, -0.19], [2.86, -0.16, 0.99], [2.04, -0.22, 2.12], [2.44, -0.92, 3.24], [3.67, -1.58, 3.26], [3.95, -2.25, 4.41], [5.21, -2.87, 4.53], [5.39, -4.11, 3.63], [4.24, -4.74, 3.36], [6.47, -4.46, 3.23], [4.50, -1.53, 2.14], [4.09, -0.82, 1.03], [-3.19, 3.95, -0.90], [-3.24, 4.26, -2.67], [-2.26, 4.84, -0.27], [-4.53, 3.95, -0.39], [-2.37, 0.17, -1.69], [-2.98, -0.91, -2.30], [-2.00, -2.29, -2.67], [-6.02, -1.92, -3.46], [-4.86, -2.99, -2.67], [-4.48, -2.31, -4.24], [-6.12, 0.24, -2.51], [-5.08, 2.15, -1.39], [-0.94, 3.27, 0.18], [-0.93, 1.49, 0.27], [1.63, 1.77, -2.20], [3.17, 0.58, -1.03], [1.09, 0.29, 2.10], [1.81, -0.97, 4.11], [6.04, -2.17, 4.35], [5.27, -3.21, 5.57], [3.36, -4.41, 3.73], [4.25, -5.57, 2.79], [5.45, -2.03, 2.13], [4.74, -0.78, 0.16], [-2.26, 4.04, -3.06], [-4.00, 3.63, -3.11], [-3.49, 5.31, -2.80], [-1.32, 0.10, -1.47]], "lowdin_charge": [-0.0769, -0.3045, -0.0250, -0.0255, -0.2378, -0.1523, -0.1145, -0.4476, 0.0728, 0.0518, 0.0514, -0.0913, -0.2191, -0.0157, 0.0096, -0.2627, -0.0500, -0.1027, -0.5546, 0.1906, 0.0641, -0.0015, -0.0229, 0.6545, -0.0956, -0.2887, -0.2940, -0.0369, -0.6016, 0.7073, 0.0759, 0.0766, 0.0764, 0.1157, 0.0908, 0.1268, 0.1216, 0.1663, 0.1288, 0.1092, 0.1210, 0.1395, 0.1427, 0.1096, 0.1203, 0.1121, 0.1146, 0.0434, 0.0613, 0.0716, 0.0951], "homo_energy_ev": -8.4763, "smiles": "Cc1ccc(N(CC(=O)N/N=C/c2ccc(OCC(N)=O)cc2)S(C)(=O)=O)cc1Cl", "homo_lumo_gap_ev": 8.519, "fmax_ev_per_a": 1.19, "e_lumo_ha": 0.0016, "total_charge": 0}